Below is a 10-piece molecular cluster, C68H85O2S overall, with properties calculated with ωB97M-V with the def2-TZVPD basis set.

Computed properties:
LUMO level   -3.29 eV
Net charge   +1
E   -86816.722 eV
Kohn-Sham gap   7.26 eV

The geometry in XYZ format:
```
156
Properties=species:S:1:pos:R:3:forces:R:3:lowdin_charge:R:1
C 3.057 0.885 2.536 0.1 0.0 -0.1 -0.08
O 1.982 0.802 1.617 -0.1 0.0 0.1 -0.24
C 1.378 2.051 1.328 0.0 0.0 0.0 -0.21
C 0.034 1.857 0.608 0.0 0.1 -0.1 -0.16
C -0.685 0.522 0.862 0.0 0.0 0.1 -0.18
C -0.509 -0.527 -0.236 0.0 0.0 0.1 -0.19
C 0.940 -0.798 -0.629 0.0 0.1 0.0 -0.24
C 1.044 -2.004 -1.571 -0.1 -0.1 0.0 -0.33
S 2.002 -1.615 -3.027 0.1 0.0 -0.1 1.18
O 3.530 -1.873 -2.676 0.0 0.0 0.1 -0.42
C 4.228 -0.786 -1.952 0.0 0.1 0.0 -0.15
C 4.288 0.540 -2.698 -0.1 0.0 0.0 -0.37
C 5.333 1.396 -1.980 0.0 0.0 0.1 -0.04
C 4.585 0.386 -4.193 0.1 0.0 0.1 -0.15
C 4.612 1.727 -4.951 0.0 0.0 0.0 -0.42
C 3.953 1.584 -6.321 0.0 0.0 -0.1 -0.08
C 6.033 2.301 -5.092 0.0 0.0 0.0 -0.07
H 4.002 1.088 2.020 0.0 0.1 0.0 0.09
H 3.131 -0.073 3.049 0.0 0.0 0.0 0.07
H 2.890 1.671 3.278 0.0 0.0 0.0 0.09
H 2.061 2.652 0.711 -0.1 0.1 0.0 0.12
H 1.225 2.606 2.261 0.0 -0.1 0.0 0.12
H -0.622 2.667 0.929 0.1 0.1 0.0 0.12
H 0.169 2.010 -0.468 0.0 -0.1 0.0 0.08
H -0.364 0.106 1.818 0.0 0.0 0.0 0.11
H -1.756 0.718 0.950 0.0 0.0 0.0 0.11
H -0.969 -1.462 0.099 0.0 0.0 0.0 0.13
H -1.057 -0.199 -1.125 0.0 -0.1 0.0 0.09
H 1.551 -0.960 0.258 0.0 0.0 -0.1 0.11
H 1.344 0.097 -1.118 0.0 0.0 0.1 0.10
H 1.474 -2.894 -1.110 0.0 0.0 0.0 0.09
H 0.075 -2.287 -2.006 0.0 0.1 0.0 0.11
H 1.846 -2.779 -3.688 0.0 0.0 0.0 0.05
H 3.732 -0.686 -0.984 0.1 0.1 0.0 0.12
H 5.215 -1.217 -1.798 0.0 0.0 -0.1 0.15
H 3.319 1.047 -2.585 0.0 0.0 -0.1 0.13
H 6.331 0.971 -2.108 0.0 0.0 0.0 0.10
H 5.128 1.467 -0.910 0.0 0.0 0.0 0.08
H 5.344 2.408 -2.381 0.0 0.0 0.0 0.09
H 5.542 -0.137 -4.309 0.0 0.0 -0.1 0.14
H 3.833 -0.259 -4.657 0.0 0.0 0.0 0.09
H 4.011 2.445 -4.381 0.0 0.0 0.1 0.13
H 4.454 0.810 -6.909 0.0 0.0 0.0 0.09
H 2.897 1.313 -6.233 0.0 0.0 0.0 0.08
H 4.010 2.514 -6.887 0.0 0.0 0.0 0.09
H 6.720 1.919 -4.336 0.0 0.0 0.0 0.06
H 6.455 2.048 -6.067 0.0 -0.1 0.0 0.08
H 6.033 3.389 -5.015 0.0 0.0 -0.1 0.08
C -4.081 0.834 -4.388 0.0 0.0 0.0 -0.10
C -2.761 0.994 -3.988 0.0 -0.1 0.0 -0.09
C -2.479 1.484 -2.721 0.1 0.0 0.0 -0.12
C -3.510 1.822 -1.856 0.0 0.0 0.1 -0.10
C -4.829 1.669 -2.260 0.0 0.0 0.0 -0.07
C -5.114 1.172 -3.525 0.0 0.0 0.0 -0.08
H -4.303 0.434 -5.369 0.0 0.0 0.0 0.11
H -1.957 0.728 -4.663 0.0 0.0 0.0 0.10
H -1.450 1.609 -2.406 0.0 0.1 0.0 0.08
H -3.286 2.207 -0.868 0.0 0.0 0.0 0.10
H -5.635 1.926 -1.586 0.0 0.0 0.0 0.08
H -6.143 1.043 -3.835 0.0 0.0 0.0 0.11
C -8.446 2.630 2.664 0.0 0.0 0.0 -0.09
C -9.453 3.104 1.834 0.0 0.0 0.0 -0.09
C -9.162 3.466 0.525 0.0 0.0 0.0 -0.09
C -7.864 3.352 0.046 0.0 0.0 0.0 -0.10
C -6.860 2.875 0.878 0.0 0.0 0.0 -0.10
C -7.149 2.516 2.186 0.0 0.0 0.0 -0.10
H -8.671 2.343 3.683 0.0 0.0 0.0 0.10
H -10.465 3.193 2.207 0.0 0.0 0.0 0.10
H -9.947 3.838 -0.121 0.0 0.0 0.0 0.10
H -7.637 3.638 -0.973 0.0 0.0 0.0 0.10
H -5.844 2.789 0.510 0.0 0.0 0.0 0.08
H -6.368 2.141 2.836 0.0 0.0 0.0 0.10
C 2.806 -7.093 0.114 0.0 0.0 0.0 -0.08
C 3.004 -5.775 -0.270 0.0 0.0 0.0 -0.09
C 2.697 -5.383 -1.566 0.0 0.0 0.0 -0.12
C 2.193 -6.301 -2.478 0.0 0.0 0.0 -0.10
C 1.996 -7.619 -2.091 0.0 0.0 0.0 -0.08
C 2.303 -8.013 -0.796 0.0 0.0 0.0 -0.08
H 3.046 -7.405 1.122 0.0 0.0 0.0 0.11
H 3.401 -5.059 0.439 0.0 0.0 0.0 0.10
H 2.864 -4.354 -1.862 0.1 0.0 -0.1 0.06
H 1.962 -5.999 -3.493 0.0 0.0 0.0 0.10
H 1.608 -8.339 -2.799 0.0 0.0 0.0 0.11
H 2.152 -9.041 -0.495 0.0 0.0 0.0 0.11
C -7.546 -0.726 3.864 0.0 0.0 0.0 -0.11
C -8.385 -0.847 4.963 0.0 0.0 0.0 -0.09
C -7.849 -1.035 6.229 0.0 0.0 0.0 -0.09
C -6.473 -1.102 6.398 0.0 0.0 0.0 -0.10
C -5.633 -0.982 5.299 0.0 0.0 0.0 -0.10
C -6.170 -0.793 4.033 0.0 0.0 0.0 -0.11
H -7.963 -0.572 2.877 0.0 0.0 0.0 0.10
H -9.459 -0.794 4.832 0.0 0.0 0.0 0.10
H -8.504 -1.130 7.086 0.0 0.0 0.0 0.10
H -6.055 -1.249 7.386 0.0 0.0 0.0 0.10
H -4.559 -1.035 5.431 0.0 0.0 0.0 0.10
H -5.516 -0.699 3.174 0.0 0.0 0.0 0.10
C 4.245 -3.627 4.688 0.0 0.0 0.0 -0.09
C 3.352 -2.898 3.915 0.0 0.0 0.0 -0.12
C 2.086 -2.605 4.401 0.0 0.0 0.0 -0.11
C 1.710 -3.041 5.664 0.0 0.0 0.0 -0.09
C 2.602 -3.771 6.437 0.0 0.0 0.0 -0.09
C 3.868 -4.065 5.949 0.0 0.0 0.0 -0.08
H 5.234 -3.854 4.309 0.0 0.0 0.0 0.10
H 3.646 -2.557 2.929 0.0 0.0 0.0 0.09
H 1.389 -2.036 3.796 0.0 0.0 0.0 0.09
H 0.724 -2.813 6.046 0.0 0.0 0.0 0.10
H 2.311 -4.107 7.424 0.0 0.0 0.0 0.10
H 4.562 -4.634 6.553 0.0 0.0 0.0 0.09
C 3.940 -6.523 9.093 0.0 0.0 0.0 -0.10
C 3.315 -7.279 10.075 0.0 0.0 0.0 -0.09
C 4.059 -7.809 11.120 0.0 0.0 0.0 -0.09
C 5.427 -7.583 11.183 0.0 0.0 0.0 -0.09
C 6.052 -6.826 10.201 0.0 0.0 0.0 -0.09
C 5.308 -6.297 9.156 0.0 0.0 0.0 -0.10
H 3.358 -6.114 8.277 0.0 0.0 0.0 0.08
H 2.249 -7.456 10.027 0.0 0.0 0.0 0.10
H 3.573 -8.399 11.886 0.0 0.0 0.0 0.10
H 6.007 -7.996 11.998 0.0 0.0 0.0 0.10
H 7.119 -6.650 10.251 0.0 0.0 0.0 0.10
H 5.800 -5.707 8.392 0.0 0.0 0.0 0.09
C -0.693 4.792 -1.934 0.0 0.0 0.0 -0.10
C 0.253 5.770 -1.657 0.0 0.0 0.0 -0.10
C -0.061 7.109 -1.845 0.0 0.0 0.0 -0.10
C -1.322 7.466 -2.303 0.0 0.0 0.0 -0.08
C -2.269 6.488 -2.572 0.0 0.0 0.0 -0.08
C -1.954 5.148 -2.390 0.0 0.0 0.0 -0.09
H -0.447 3.747 -1.791 0.0 0.0 0.0 0.07
H 1.237 5.491 -1.298 0.0 0.0 0.0 0.10
H 0.679 7.873 -1.643 0.0 0.0 0.0 0.10
H -1.564 8.511 -2.452 0.0 0.0 0.0 0.11
H -3.252 6.769 -2.926 0.0 0.0 0.0 0.10
H -2.687 4.381 -2.604 0.0 0.0 0.0 0.09
C -5.875 -4.341 -5.028 0.0 0.0 0.0 -0.09
C -5.017 -5.412 -4.820 0.0 0.0 0.0 -0.09
C -3.772 -5.201 -4.244 0.0 0.0 0.0 -0.10
C -3.387 -3.918 -3.880 0.0 0.0 0.0 -0.11
C -4.244 -2.846 -4.089 0.0 0.0 0.0 -0.10
C -5.489 -3.059 -4.662 0.0 0.0 0.0 -0.09
H -6.847 -4.507 -5.475 0.0 0.0 0.0 0.10
H -5.320 -6.411 -5.103 0.0 0.0 0.0 0.10
H -3.105 -6.038 -4.077 0.0 0.0 0.0 0.10
H -2.417 -3.755 -3.424 0.0 0.0 0.0 0.08
H -3.945 -1.846 -3.801 0.0 0.0 0.0 0.08
H -6.161 -2.225 -4.822 0.0 0.0 0.0 0.10
C 2.145 8.668 -4.407 0.0 0.0 0.0 -0.10
C 2.373 9.896 -5.011 0.0 0.0 0.0 -0.09
C 3.512 10.624 -4.693 0.0 0.0 0.0 -0.09
C 4.422 10.125 -3.771 0.0 0.0 0.0 -0.09
C 4.193 8.896 -3.167 0.0 0.0 0.0 -0.10
C 3.056 8.169 -3.486 0.0 0.0 0.0 -0.11
H 1.256 8.099 -4.650 0.0 0.0 0.0 0.10
H 1.664 10.287 -5.729 0.0 0.0 0.0 0.10
H 3.689 11.583 -5.163 0.0 0.0 0.0 0.10
H 5.307 10.695 -3.522 0.0 0.0 0.0 0.10
H 4.902 8.509 -2.446 0.0 0.0 0.0 0.10
H 2.873 7.210 -3.015 0.0 0.0 0.0 0.09
```
Forces are in eV/Å.